Here is a molecular structure, C35H61BCaCl3CsF2MgN2O20P from the OMol25 dataset. Energies are from wB97M-V/def2-TZVPD.

Last column: Löwdin charge in e.
Geometry (Å):
C (4.42079, 1.81941, 4.40164)  -0.131
O (4.00996, 2.73887, 3.31751)  -0.254
C (2.54407, 2.60503, 3.13025)  -0.231
C (2.20312, 1.40036, 2.05164)  -0.180
C (2.68029, 1.91218, 0.56664)  -0.206
C (1.31749, 1.92195, -0.38352)  -0.213
C (0.32195, 3.18997, 0.02740)  -0.186
C (0.33926, 4.33286, -1.14868)  -0.209
C (-1.12004, 5.04256, -1.43873)  -0.208
C (-2.36348, 3.99218, -1.63247)  -0.207
C (-3.42418, 3.93651, -0.37741)  -0.227
C (-4.46321, 2.67558, -0.50385)  -0.217
C (-4.03781, 1.54032, 0.64971)  -0.339
P (-5.32671, 0.15040, 0.86234)  0.372
C (-6.66698, 1.27005, 1.59336)  -0.556
C (-6.21820, 2.39972, 2.66070)  -0.293
C (-6.33647, 3.94387, 2.02832)  -0.101
F (-7.22604, 4.77718, 2.91768)  -0.169
C (-4.63817, -0.38167, 2.59911)  -0.515
C (-4.31796, -2.00140, 2.57504)  -0.271
C (-2.79132, -2.38304, 2.10117)  -0.197
C (-2.79940, -3.20643, 0.64992)  -0.177
C (-1.32375, -3.82450, 0.24914)  -0.198
O (-1.31583, -4.50836, -1.07585)  -0.252
C (-0.99491, -3.56064, -2.15717)  -0.260
H (3.70856, 1.82524, 5.33448)  0.093
H (4.46654, 0.73083, 3.96029)  0.094
H (5.48545, 2.15604, 4.75309)  0.100
H (2.14274, 3.66696, 2.76417)  0.127
H (1.96819, 2.40905, 4.15702)  0.122
H (1.04313, 1.14462, 2.00483)  0.114
H (2.75615, 0.39782, 2.35601)  0.109
H (3.08221, 3.02775, 0.65883)  0.121
H (3.54495, 1.25193, 0.11553)  0.110
H (0.67561, 0.93007, -0.26274)  0.104
H (1.68456, 1.96596, -1.49553)  0.098
H (0.80745, 3.65573, 1.01223)  0.099
H (-0.73892, 2.75816, 0.27796)  0.095
H (0.83173, 3.89784, -2.12341)  0.105
H (1.07040, 5.19664, -0.77048)  0.107
H (-1.31391, 5.88732, -0.63206)  0.117
H (-0.99709, 5.61548, -2.47871)  0.103
H (-2.96098, 4.34216, -2.58603)  0.110
H (-1.89300, 2.92060, -1.81075)  0.122
H (-2.79158, 3.77359, 0.62154)  0.093
H (-3.98554, 4.96767, -0.22284)  0.106
H (-4.23773, 2.15996, -1.55655)  0.098
H (-5.59811, 2.95512, -0.47493)  0.083
H (-3.65620, 2.03535, 1.64473)  0.063
H (-3.07072, 1.01882, 0.18001)  0.102
H (-6.26308, -0.97118, 0.99360)  -0.043
H (-5.91648, 0.38396, -0.46288)  -0.004
H (-4.38706, -0.78001, 0.29310)  -0.028
H (-7.26601, 1.76254, 0.68630)  0.107
H (-7.47126, 0.57114, 2.13220)  -0.185
H (-5.18077, 2.27604, 3.17636)  0.100
H (-7.02310, 2.38890, 3.54341)  0.051
H (-6.90885, 3.89070, 0.99287)  0.117
H (-5.29218, 4.43910, 1.83721)  0.119
H (-3.61854, 0.16713, 2.76569)  0.088
H (-5.39368, -0.16008, 3.47170)  -0.300
H (-5.08825, -2.59722, 1.90052)  0.098
H (-4.43657, -2.43436, 3.67919)  0.101
H (-2.07180, -1.46887, 1.97037)  0.112
H (-2.23798, -3.12217, 2.85821)  0.114
H (-3.58754, -4.08749, 0.67195)  0.126
H (-3.09950, -2.47341, -0.21745)  0.099
H (-1.02075, -4.63082, 1.04136)  0.133
H (-0.50303, -2.98928, 0.26134)  0.127
H (-0.64761, -4.12080, -3.14335)  -0.125
H (-0.10549, -2.82702, -1.88453)  0.114
H (-1.98595, -2.97504, -2.43595)  0.088
Cs (-7.07126, -0.17509, 3.78194)  1.521
B (4.02902, 6.47742, -4.20663)  -1.006
O (4.64461, 7.31355, -5.24210)  0.105
C (5.10297, 6.48387, -6.18977)  -0.443
O (5.67492, 6.85255, -7.20281)  0.201
C (4.81698, 5.12053, -5.82669)  -0.395
O (5.10350, 4.12872, -6.47735)  0.190
O (4.17745, 5.08733, -4.64902)  0.263
O (4.67851, 6.68728, -2.90873)  0.270
C (3.72928, 7.11310, -2.06354)  -0.359
O (3.92985, 7.38519, -0.89093)  0.187
C (2.46580, 7.19583, -2.74843)  -0.351
O (1.40547, 7.55061, -2.25927)  0.192
O (2.61518, 6.82236, -4.02699)  0.059
Cl (-6.14343, 1.69374, 9.88091)  0.533
C (-4.82446, 2.83858, 9.52871)  -0.663
C (-5.01579, 3.54246, 8.19507)  -0.657
Cl (-4.81743, 2.43385, 6.81480)  0.542
H (-3.87943, 2.28716, 9.56141)  0.071
H (-4.81791, 3.57290, 10.33957)  0.073
H (-4.26545, 4.32993, 8.07870)  0.076
H (-6.00621, 4.00247, 8.12078)  0.073
Mg (-0.77126, -3.07832, -4.51267)  0.731
O (-1.77896, 1.97265, -4.83544)  -0.404
Cl (-3.17123, 1.66172, -4.57583)  0.611
O (-3.27389, 0.88681, -3.35456)  -0.411
O (-3.70948, 0.89401, -5.68193)  -0.389
O (-3.92276, 2.89321, -4.43136)  -0.388
Ca (2.52874, 7.43668, -6.25582)  1.809
F (4.02874, 10.15153, -4.86275)  -0.747
C (1.72292, -6.25154, -2.04147)  -0.079
C (1.80408, -7.40782, -2.81900)  -0.068
C (3.04977, -7.90043, -3.21267)  0.000
C (4.21327, -7.22664, -2.81640)  -0.139
C (4.13438, -6.06131, -2.04229)  0.005
C (2.88283, -5.57666, -1.65707)  -0.066
N (5.52674, -7.75371, -3.20560)  -0.313
O (5.55409, -8.77633, -3.90647)  0.062
O (6.53267, -7.14877, -2.80787)  0.075
H (0.74960, -5.87442, -1.73222)  0.086
H (0.89553, -7.92739, -3.11589)  0.107
H (3.09612, -8.80276, -3.81849)  0.118
H (5.02909, -5.52567, -1.73190)  0.122
H (2.81120, -4.67450, -1.05356)  0.106
N (9.42870, -7.98754, -2.61001)  -0.625
O (10.08330, -7.05701, -3.10883)  0.027
O (9.10435, -7.94612, -1.41167)  0.016
O (9.09859, -8.95938, -3.30955)  0.014
C (6.74759, -10.47195, -0.47933)  -0.026
C (6.69712, -10.38512, 1.05634)  -0.405
O (5.54565, -10.91532, 1.43516)  0.025
H (5.92893, -9.91210, -0.94882)  0.078
H (7.68800, -10.04293, -0.84439)  0.078
H (6.70267, -11.50977, -0.83308)  0.089
H (6.88954, -9.32663, 1.29161)  0.125
H (7.63038, -10.85631, 1.40238)  0.116

Force components x, y, z for each atom (eV/Å):
0.73 -0.36 -0.20
-2.01 -1.37 1.93
-1.05 -0.02 -0.05
0.35 0.45 -0.04
-0.94 0.01 0.00
0.36 -0.07 0.06
1.17 -0.34 0.01
0.17 0.78 0.72
0.49 0.35 -0.81
-0.16 0.47 0.04
0.55 0.02 0.62
1.29 -0.80 -0.26
1.42 1.48 -1.24
0.47 -0.20 -1.34
-2.39 2.11 -0.31
-1.39 1.72 0.51
-0.79 -0.84 -0.54
2.07 -1.49 -1.54
2.32 -1.14 1.32
0.20 -0.25 0.92
0.73 -1.20 -0.90
0.28 0.15 -0.54
-0.34 0.25 1.21
0.88 2.15 -0.31
-0.59 0.02 0.83
1.17 0.17 -1.87
-0.01 1.96 1.04
-2.02 -0.70 -0.79
1.00 -2.43 0.49
1.46 0.30 -1.97
2.43 0.74 0.33
-1.06 2.16 -0.50
-0.81 -2.40 -0.29
-1.83 1.26 0.89
1.63 1.86 -0.18
-0.99 0.10 1.98
-1.37 -0.94 -2.05
1.98 1.08 -0.62
-1.27 0.72 1.79
-1.49 -1.81 -0.90
0.25 -1.88 -1.51
-0.22 -1.10 2.27
1.23 -1.10 1.87
-1.24 2.12 0.23
-1.29 0.44 -2.03
1.15 -1.96 -0.58
-0.78 1.15 2.28
2.17 -0.41 0.05
-0.85 -0.61 -1.86
-1.95 0.97 1.09
-0.62 -0.56 0.32
0.29 0.10 0.15
0.12 -0.45 -0.04
1.44 -0.88 1.97
1.14 3.48 -4.88
-1.78 -0.01 -1.17
1.65 0.62 -1.68
1.17 0.18 2.35
-2.15 -0.70 0.82
-1.87 -1.01 0.00
8.08 -0.42 -3.00
1.49 1.41 1.20
0.19 0.80 -2.19
-1.62 -1.48 0.31
-1.38 1.63 -1.36
1.66 1.77 0.02
0.36 -1.33 1.79
-0.53 1.38 -1.63
-1.52 -1.44 -0.04
-0.46 -0.57 3.23
-1.79 -1.27 -0.49
1.90 -0.69 0.42
-6.78 -3.31 6.69
1.75 -0.76 2.62
-0.67 -0.15 -0.97
2.80 2.97 -2.54
-1.41 -0.52 1.41
0.03 -5.59 0.13
-0.48 1.99 0.84
-0.04 0.70 -1.04
-1.11 0.03 -0.72
3.68 0.33 3.79
-0.75 -0.54 -2.33
-5.54 1.80 1.76
2.41 -0.88 -1.50
-0.17 -0.14 -1.78
0.00 -0.04 -0.03
0.25 0.21 -0.05
-0.06 0.24 0.27
-0.02 -0.07 -0.05
-0.26 0.07 -0.10
-0.06 -0.06 -0.19
-0.06 -0.19 0.05
0.19 -0.20 0.02
-0.08 1.35 -2.01
-0.01 -0.04 0.06
-0.30 0.14 -0.30
0.12 -0.04 -0.02
0.18 0.09 0.24
0.17 -0.25 -0.02
0.44 1.93 1.18
-1.04 -1.26 -0.77
0.07 0.00 -0.06
0.37 0.20 0.09
0.05 0.07 0.06
-0.96 0.36 0.31
-0.01 -0.06 -0.03
0.01 -0.37 -0.27
1.66 -0.44 -0.38
-0.16 1.43 1.01
-1.74 -0.88 -0.62
0.14 -0.08 0.00
0.22 0.07 0.04
0.24 0.24 0.17
-0.08 -0.32 -0.19
0.08 -0.18 -0.11
0.26 -0.09 -1.26
-0.34 -0.32 0.51
-0.16 -0.17 0.39
0.12 0.30 0.51
-0.45 -0.32 -2.39
0.75 0.29 1.55
0.70 0.35 -0.33
0.13 -0.16 0.34
0.20 0.31 0.43
-0.12 0.22 0.34
-0.82 0.44 -0.16
-0.23 -0.86 0.05

Results
- Energy: -5827.61961 Eh
- LUMO level: -4.0 eV
- Charge: -1
- Spin multiplicity: 1
- HOMO energy: -5.24 eV

***

Here is C12H11N3O3S in the gas phase from the OMol25 dataset. Energies are from wB97M-V/def2-TZVPD.

Last column: natural (NBO) charge in e.
Geometry (Å):
C (-3.22252, -1.74956, 1.62135)  -0.261
O (-2.78156, -0.96665, 0.51883)  -0.518
C (-3.66608, -0.10956, 0.00727)  0.805
O (-4.79071, 0.01853, 0.39910)  -0.572
C (-3.05316, 0.67397, -1.14869)  -0.551
C (-1.83632, 1.40021, -0.71602)  0.050
N (-1.71661, 2.67500, -0.70397)  -0.239
N (-0.54467, 3.11621, -0.27788)  -0.309
C (0.28186, 2.17473, 0.04078)  0.216
N (1.51131, 2.45232, 0.55809)  -0.627
C (2.58080, 1.62103, 0.83643)  0.663
O (3.47993, 2.01945, 1.53750)  -0.556
C (2.56601, 0.28200, 0.19258)  -0.094
C (2.73865, -0.85930, 0.96723)  -0.199
C (2.78265, -2.10259, 0.36274)  -0.199
C (2.68140, -2.20934, -1.01439)  -0.194
C (2.53843, -1.07099, -1.79128)  -0.211
C (2.47718, 0.17380, -1.19309)  -0.206
S (-0.38889, 0.55802, -0.15781)  0.349
H (-3.54239, -1.10295, 2.44050)  0.199
H (-2.37191, -2.35626, 1.92022)  0.198
H (-4.06119, -2.38127, 1.32292)  0.196
H (-3.78611, 1.39123, -1.51779)  0.269
H (-2.79784, -0.04077, -1.93504)  0.247
H (1.61956, 3.41218, 0.87266)  0.434
H (2.82960, -0.76133, 2.03841)  0.229
H (2.90431, -2.98905, 0.96689)  0.218
H (2.72187, -3.18037, -1.48493)  0.218
H (2.47446, -1.15285, -2.86596)  0.220
H (2.37195, 1.06420, -1.79664)  0.225

Force components x, y, z for each atom (eV/Å):
-0.28 -0.14 0.29
0.29 -0.11 -0.19
-0.19 0.32 -0.41
-0.12 -0.06 0.11
-0.30 -0.23 0.15
0.75 -0.54 0.35
-1.52 -0.17 -0.59
1.51 0.82 0.57
-0.81 -1.21 -0.44
0.51 0.61 0.25
-0.15 0.21 0.01
0.11 -0.10 0.09
0.28 -0.28 -0.14
-0.05 0.17 0.00
-0.02 -0.06 0.07
-0.02 -0.02 -0.04
0.02 0.01 -0.09
0.11 0.03 0.14
-0.28 1.07 -0.09
0.04 -0.07 -0.06
-0.04 0.03 -0.02
0.08 0.03 0.05
0.08 -0.10 0.05
-0.08 0.03 -0.04
0.04 -0.17 -0.01
0.04 0.01 0.10
0.01 -0.07 0.05
0.00 -0.08 -0.04
0.00 -0.01 -0.08
-0.04 0.07 -0.05

Results
- Energy above the lowest of the compared OMol25 structures with the same formula, charge and spin: 0.0 kcal per mole
- Energy: -1252.06679 Eh
- SMILES string: COC(=O)Cc1nnc(NC(=O)c2ccccc2)s1
- LUMO level: 0.2 eV
- Charge: 0
- Spin multiplicity: 1
- HOMO energy: -9.20 eV

***

Here is 2 unconnected molecules or ions with the total composition C19H32BN2O7PS from the OMol25 dataset. Energies are from wB97M-V/def2-TZVPD.

Last column: natural (NBO) charge in e.
Geometry (Å):
O (5.23063, 7.32601, 3.46862)  -0.899
B (4.64426, 7.32891, 2.23795)  1.317
O (3.49183, 8.01533, 1.97788)  -0.890
O (5.25385, 6.62851, 1.10407)  -0.489
N (4.71352, 5.38594, 0.97152)  0.034
C (5.05508, 4.43744, 1.85761)  0.058
C (4.51893, 3.17528, 1.72264)  -0.200
C (3.63071, 2.89363, 0.68133)  0.040
C (3.06548, 1.51355, 0.58984)  -0.001
C (3.82367, 0.42399, 0.18380)  -0.206
C (3.23222, -0.82388, 0.16066)  0.113
N (1.95117, -0.97600, 0.51022)  -0.245
C (1.31177, -2.32418, 0.52833)  -0.221
C (0.83230, -2.66276, 1.94644)  -0.439
C (1.88627, -2.43272, 3.03659)  -0.525
S (1.05356, -1.63995, 4.46276)  -0.027
C (1.19661, 0.06211, 0.89716)  0.099
C (1.72919, 1.33129, 0.93948)  -0.156
C (3.28785, 3.91196, -0.20352)  -0.196
C (3.87056, 5.15096, -0.03380)  0.088
H (4.79334, 6.72649, 4.08429)  0.517
H (2.77333, 7.62843, 2.49535)  0.514
H (5.74320, 4.65425, 2.66264)  0.279
H (4.80928, 2.40914, 2.42847)  0.264
H (4.86662, 0.52552, -0.08308)  0.265
H (3.75934, -1.72070, -0.13193)  0.259
H (2.01334, -3.09220, 0.20520)  0.236
H (0.49601, -2.34036, -0.19641)  0.264
H (-0.08429, -2.11257, 2.16423)  0.228
H (0.59767, -3.72677, 1.94708)  0.265
H (2.70171, -1.76629, 2.74830)  0.190
H (2.34863, -3.36170, 3.36328)  0.242
H (2.10386, -1.26026, 5.21210)  0.141
H (0.17007, -0.14050, 1.16663)  0.266
H (1.11484, 2.15517, 1.27420)  0.254
H (2.59905, 3.71394, -1.01257)  0.272
H (3.66431, 5.96901, -0.71150)  0.284
O (-2.87263, -2.44214, -0.98894)  -1.076
P (-4.04175, -1.90633, -1.74023)  2.490
O (-4.02511, -2.63938, -3.19296)  -0.809
C (-3.58432, -3.98846, -3.35640)  -0.065
C (-4.69062, -4.99188, -3.10534)  -0.635
O (-3.53711, -0.39753, -2.12958)  -0.801
C (-2.35424, 0.13036, -1.57387)  -0.054
C (-1.17613, -0.11909, -2.49534)  -0.629
O (-5.55167, -1.36372, -1.80338)  -0.739
C (-6.66978, -2.26321, -1.84222)  -0.079
C (-6.82224, -3.05206, -0.55953)  -0.640
H (-2.72412, -4.20599, -2.72101)  0.184
H (-3.24281, -4.07649, -4.38852)  0.192
H (-5.08758, -4.89440, -2.09182)  0.199
H (-4.32389, -6.01010, -3.23388)  0.229
H (-5.51782, -4.84010, -3.79978)  0.217
H (-2.17343, -0.27961, -0.57706)  0.168
H (-2.50587, 1.20632, -1.45278)  0.177
H (-1.06676, -1.17960, -2.72563)  0.222
H (-0.24534, 0.23819, -2.03681)  0.165
H (-1.31086, 0.39742, -3.44560)  0.229
H (-6.59734, -2.91442, -2.71370)  0.192
H (-7.55139, -1.64198, -1.99500)  0.208
H (-5.91732, -3.62734, -0.33607)  0.200
H (-7.66204, -3.74193, -0.63352)  0.237
H (-6.99758, -2.38256, 0.28308)  0.223

Force components x, y, z for each atom (eV/Å):
0.04 -1.14 -0.75
-0.47 1.26 0.45
0.15 -1.44 -0.51
0.26 -0.06 0.02
0.12 0.06 0.46
-0.05 -0.77 0.11
0.02 0.07 -0.24
0.29 -0.16 0.29
-0.37 0.42 -0.12
0.05 -0.07 0.17
0.11 0.13 -0.06
-0.35 -0.36 -0.20
-0.16 -0.60 0.37
0.23 -0.11 -0.12
0.35 0.33 0.64
-0.28 0.13 -0.06
0.03 0.33 -0.05
0.10 -0.22 -0.01
0.29 -0.50 0.40
-0.52 0.30 -0.79
0.17 0.42 0.53
-0.27 0.86 0.24
0.09 0.46 -0.22
0.00 0.04 0.03
-0.02 -0.02 -0.07
0.02 0.02 -0.01
0.38 0.41 -0.08
-0.07 0.23 0.10
-0.03 -0.10 0.05
-0.34 0.09 -0.11
-0.08 -0.05 -0.24
-0.09 -0.07 -0.11
0.09 -0.23 -0.24
0.01 -0.08 -0.02
-0.04 -0.02 -0.04
0.04 0.26 -0.10
0.14 0.17 0.19
-2.02 -0.83 1.65
2.44 2.65 -4.69
-0.51 -0.14 1.02
0.29 -0.54 -0.26
-0.20 0.18 0.03
-0.36 -0.20 0.46
0.27 0.16 -0.08
0.16 -0.06 -0.07
0.35 -1.34 1.85
-0.69 -0.34 0.02
0.19 0.13 0.11
-0.05 0.21 0.14
-0.06 0.17 -0.01
0.08 -0.08 0.02
0.04 0.02 0.01
0.03 -0.01 -0.03
0.00 -0.11 -0.04
-0.12 -0.02 -0.08
-0.03 -0.04 0.15
0.01 0.04 -0.04
0.00 0.06 0.04
0.25 0.01 0.00
0.16 0.18 0.00
-0.06 -0.06 -0.05
0.02 -0.02 -0.02
-0.03 0.00 -0.01

Results
- Energy: -2143.33157 Eh
- LUMO level: -7.4 eV
- Charge: +2
- Spin multiplicity: 1
- HOMO energy: -13.96 eV

***

Here is 2 unconnected molecules or ions with the total composition C2H2INO from the OMol25 dataset. Energies are from wB97M-V/def2-TZVPD.

Last column: natural (NBO) charge in e.
Geometry (Å):
C (-0.03815, 1.34701, -0.23573)  0.147
C (-0.18645, -0.02983, 0.14386)  0.070
N (0.06917, 2.47473, -0.46584)  -0.254
O (0.49525, -0.52794, 1.16126)  -0.638
I (-1.98629, -1.06087, -0.30318)  0.170
H (1.54510, -0.76201, -1.61441)  0.002
H (0.10136, -1.44109, 1.31405)  0.503

Force components x, y, z for each atom (eV/Å):
-0.09 -1.05 0.85
-0.80 0.79 -1.59
0.01 -0.17 -0.20
-0.37 -1.61 0.88
0.45 0.51 -0.07
-0.21 0.08 0.11
1.01 1.45 0.02

Results
- Energy above the lowest of the compared OMol25 structures with the same formula, charge and spin: 94.1 kcal per mole
- Energy: -504.91726 Eh
- LUMO level (alpha / beta): -0.9 / -0.8 eV
- Charge: 0
- Spin multiplicity: 1
- HOMO energy (alpha / beta): -10.70 / -8.51 eV

***

Among the records above, which one has the lowest energy? C35H61BCaCl3CsF2MgN2O20P